No. 1
# C4H4FNS

C4H4FNS in the gas phase in a non-equilibrium geometry (wB97M-V/def2-TZVPD, OMol25).

## Properties
highest occupied orbital energy (alpha / beta): -7.64 / -7.64 eV
F_max: 5.5 eV/Å
relative energy (zero: lowest compared OMol25 entry of this formula, charge and spin): 97.9 kcal per mole
frontier orbital gap (alpha / beta): 8.32 / 8.32 eV
LUMO energy (alpha / beta): 0.679 / 0.679 eV

Structure (ORCA input):
```
! wB97M-V def2-TZVPD RIJCOSX def2/J DEFGRID3
* xyz 0 1
H -2.015 0.729 0.915
H -1.244 1.539 -0.537
C -0.409 -0.079 0.036
N -1.439 0.728 0.046
C 2.418 -0.133 0.125
S 1.796 -1.745 -0.001
C 0.021 -1.315 0.051
H 3.530 -0.131 0.146
H -0.519 -2.067 -0.331
C 1.720 0.952 -0.037
F 2.054 2.193 -0.030
*
```

***

No. 2
# CH2FIO2S

CH2FIO2S in the gas phase in a non-equilibrium geometry (wB97M-V/def2-TZVPD, OMol25).

## Properties
highest occupied orbital energy: -10.31 eV
F_max: 2.7 eV/Å
relative energy (zero: lowest compared OMol25 entry of this formula, charge and spin): 0.0 kcal per mole
frontier orbital gap: 8.95 eV
structure (SMILES): O=S(=O)(I)CF
LUMO energy: -1.360 eV

Structure (ORCA input):
```
! wB97M-V def2-TZVPD RIJCOSX def2/J DEFGRID3
* xyz 0 1
H 0.481 -0.748 0.294
H -0.485 0.811 0.009
S -1.453 -1.190 -1.508
F 0.938 0.347 -1.324
O -1.747 -0.496 -2.717
C 0.063 -0.032 -0.403
O -1.018 -2.548 -1.533
I -3.412 -1.052 -0.057
*
```

***

No. 3
# C26H76O12

A 12-piece molecular cluster, C26H76O12 overall in a non-equilibrium geometry (wB97M-V/def2-TZVPD, OMol25).

## Properties
highest occupied orbital energy: -9.86 eV
F_max: 2.8 eV/Å
relative energy (zero: lowest compared OMol25 entry of this formula, charge and spin): 92.0 kcal per mole
frontier orbital gap: 9.78 eV
structure (SMILES): CC(C)O.CC(C)O.CC(C)O.CC(C)O.CC(C)O.CC(C)O.CC(C)O.CC(C)O.CO.CO.O.O
LUMO energy: -0.073 eV

Structure (ORCA input):
```
! wB97M-V def2-TZVPD RIJCOSX def2/J DEFGRID3
* xyz 0 1
H 7.173 -6.498 -13.006
H 5.957 -1.902 -5.199
H 21.383 -6.075 -3.937
H 14.533 -7.355 -10.249
H 13.512 -15.491 -9.403
H 16.129 -1.611 -15.130
O 18.887 -2.219 -8.827
H 15.547 0.571 -7.030
C 14.287 2.704 -5.022
H 11.733 -13.577 -10.127
H 8.830 0.011 -9.359
H 14.450 3.772 -4.873
C 14.523 2.911 -7.590
H 6.693 -4.195 -3.998
C 15.464 -1.624 -14.267
H 8.973 -0.904 -10.866
H 22.169 -9.036 -15.574
H 19.458 -2.544 -9.522
H 11.578 -11.064 -19.667
H 7.655 -1.367 -4.811
H 15.499 -0.637 -13.807
O 14.757 0.897 -6.594
O 14.440 -4.025 -4.182
C 13.190 -10.607 -17.011
H 21.493 -8.518 -4.438
H 20.103 -9.468 -3.754
H 5.448 -6.025 -14.896
H 14.922 -13.693 -7.004
H 20.932 -8.228 -2.930
O 21.440 -9.632 -15.389
H 5.841 -7.540 -12.741
H 6.591 -1.968 -3.573
C 20.294 -6.037 -3.903
C 20.909 -9.150 -14.091
C 13.982 -3.377 -15.462
C 15.065 2.224 -6.374
H 7.181 -3.426 -6.921
H 10.121 0.318 -10.480
H 16.148 2.349 -6.359
H 19.472 -1.743 -8.238
C 20.042 -7.917 -14.411
H 13.451 2.833 -7.772
H 21.758 -8.911 -13.451
H 19.246 -10.617 -14.095
H 20.150 -5.831 -2.843
H 8.947 -2.990 -5.105
H 14.477 -10.856 -18.642
H 14.669 -3.315 -16.306
H 19.669 -7.466 -13.491
C 13.431 -11.070 -18.422
C 7.280 -3.595 -4.694
H 12.716 -12.145 -9.629
C 14.042 -2.087 -14.625
C 14.601 -13.389 -8.000
C 20.538 -8.481 -3.914
H 4.065 -8.053 -14.943
O 10.388 -1.324 -9.236
C 12.691 -13.229 -9.742
H 12.366 -9.462 -19.407
H 13.027 -3.689 -15.884
H 13.530 -2.255 -13.677
O 8.646 -3.524 -4.367
H 14.595 -3.231 -4.692
H 15.370 -13.597 -8.744
H 18.612 -7.490 -4.029
H 13.579 -3.891 -3.785
C 19.641 -7.389 -4.375
H 14.553 2.037 -4.203
C 7.040 -4.158 -6.125
H 12.623 -11.349 -16.448
H 7.020 -8.225 -13.695
H 12.392 -13.638 -7.765
H 19.874 -5.230 -4.503
H 15.915 -2.366 -13.608
H 19.686 -10.132 -12.441
C 13.199 -13.927 -8.438
H 5.397 -9.032 -15.548
H 13.812 -12.871 -17.673
H 12.382 -5.823 -9.430
O 19.643 -7.398 -5.785
H 14.057 -10.335 -16.409
O 7.113 -6.949 -15.797
C 6.565 -7.253 -13.504
H 14.634 -12.303 -8.085
C 20.063 -10.289 -13.452
H 13.220 2.571 -5.203
C 6.009 -6.958 -14.936
C 14.120 -6.749 -9.442
H 12.622 -9.680 -16.936
H 11.178 -0.800 -9.085
H 13.876 -0.267 -15.186
H 14.665 3.987 -7.483
H 14.212 -7.233 -8.470
H 4.774 -7.565 -16.411
H 14.588 -5.766 -9.509
C 12.519 -10.536 -19.509
H 15.086 2.716 -8.502
H 19.253 -8.305 -15.055
H 20.561 -7.154 -14.991
C 9.533 -0.482 -10.031
O 13.096 -15.325 -8.554
C 5.029 -8.011 -15.450
H 12.952 -10.728 -20.490
O 13.386 -1.062 -15.407
O 12.701 -6.693 -9.679
H 14.283 -4.185 -14.795
H 19.198 -6.572 -5.990
H 7.254 -6.063 -16.137
H 7.552 -5.091 -6.358
H 13.341 -13.410 -10.598
H 6.002 -4.486 -6.067
O 13.259 -12.487 -18.357
C 6.862 -2.090 -4.622
H 20.711 -11.166 -13.459
*
```

***

Q: Which formula does entry 2 have?
A: CH2FIO2S

***

Repeat the first record exactly.
# C4H4FNS

C4H4FNS in the gas phase in a non-equilibrium geometry (wB97M-V/def2-TZVPD, OMol25).

## Properties
highest occupied orbital energy (alpha / beta): -7.64 / -7.64 eV
F_max: 5.5 eV/Å
relative energy (zero: lowest compared OMol25 entry of this formula, charge and spin): 97.9 kcal per mole
frontier orbital gap (alpha / beta): 8.32 / 8.32 eV
LUMO energy (alpha / beta): 0.679 / 0.679 eV

Structure (ORCA input):
```
! wB97M-V def2-TZVPD RIJCOSX def2/J DEFGRID3
* xyz 0 1
H -2.015 0.729 0.915
H -1.244 1.539 -0.537
C -0.409 -0.079 0.036
N -1.439 0.728 0.046
C 2.418 -0.133 0.125
S 1.796 -1.745 -0.001
C 0.021 -1.315 0.051
H 3.530 -0.131 0.146
H -0.519 -2.067 -0.331
C 1.720 0.952 -0.037
F 2.054 2.193 -0.030
*
```